A molecular structure, C34H87F2HgN6O18S2. Source: OMol25; level of theory: ωB97M-V with the def2-TZVPD basis set.

E_LUMO: -0.2268 Eh
spin multiplicity: 1
HOMO-LUMO gap: 0.14183 Ha
total charge: +1

Geometry (Å):
Hg (2.8021, 0.4932, -1.5580)
N (1.3139, -0.6797, -0.5186)
S (1.1432, -1.7565, 0.4515)
O (0.6825, -3.0623, -0.0443)
O (1.0453, -1.4466, 1.8810)
F (2.7485, -2.1765, 0.4759)
S (-0.3521, -0.4421, -0.4974)
O (-0.8266, 0.6365, 0.3506)
O (-1.3720, -1.3926, -0.7481)
F (-0.2595, 0.3549, -1.8829)
C (1.9811, -6.2426, -0.4866)
C (2.2614, -7.7889, -0.1731)
O (1.0767, -8.5481, -0.4201)
O (1.7674, -6.0436, -1.9256)
H (2.8962, -5.7166, -0.2145)
H (1.2609, -5.8301, 0.2200)
H (2.4469, -7.8707, 0.8979)
H (3.1248, -8.1848, -0.7077)
H (0.9462, -8.4792, -1.3687)
H (1.0643, -5.4261, -2.1399)
C (-2.1314, -5.1269, -1.6097)
C (-1.2966, -4.4115, -2.7751)
O (-1.0121, -5.0531, -3.9964)
O (-1.8572, -6.5325, -1.5197)
H (-3.1696, -4.9841, -1.9094)
H (-1.9855, -4.6334, -0.6487)
H (-0.3819, -4.1128, -2.2631)
H (-1.7582, -3.4529, -3.0121)
H (-0.5583, -5.8961, -3.9252)
H (-2.6269, -6.9819, -1.1632)
C (7.7284, 3.1593, 3.4654)
O (6.6229, 2.4460, 3.8746)
C (7.0481, 1.4752, 4.8115)
C (5.9018, 0.4519, 5.0632)
N (5.4750, 0.0541, 3.7295)
C (4.2468, -0.7742, 3.6866)
C (2.8851, -0.0403, 4.0843)
O (2.7633, 0.9424, 2.9913)
C (1.4812, 1.5767, 3.0552)
H (8.2960, 3.6885, 4.2308)
H (7.3919, 4.0055, 2.8665)
H (8.3918, 2.6531, 2.7640)
H (7.2964, 1.8241, 5.8138)
H (7.9260, 0.9573, 4.4252)
H (5.0291, 0.7784, 5.6289)
H (6.2441, -0.5346, 5.3758)
H (6.0730, -0.6121, 3.2619)
H (4.3875, -1.7331, 4.1855)
H (4.0448, -1.2010, 2.7042)
H (3.0181, 0.4383, 5.0545)
H (2.0367, -0.7244, 4.0651)
H (1.2901, 2.1004, 3.9919)
H (0.6497, 0.9289, 2.7777)
H (1.5104, 2.3379, 2.2756)
C (1.4383, 3.2695, -1.2243)
O (1.6140, 2.2378, -2.1140)
C (1.8348, 2.6020, -3.5338)
C (1.4608, 1.2744, -4.2071)
N (2.5009, 0.2717, -3.8916)
C (2.0972, -1.1500, -4.0586)
C (3.2069, -2.1260, -3.6439)
O (3.6009, -1.7553, -2.3193)
C (4.7736, -2.4557, -1.9249)
H (0.4563, 3.2387, -0.7522)
H (1.6486, 4.3082, -1.4794)
H (2.1328, 3.0053, -0.4268)
H (2.8977, 2.6889, -3.7589)
H (1.3950, 3.5422, -3.8666)
H (1.5988, 1.4433, -5.2751)
H (0.4365, 0.9262, -4.0743)
H (3.2153, 0.4759, -4.5758)
H (1.6994, -1.3673, -5.0498)
H (1.2238, -1.2609, -3.4160)
H (4.0723, -2.1381, -4.3065)
H (2.8952, -3.1685, -3.7085)
H (5.6407, -2.3694, -2.5798)
H (4.6413, -3.5365, -1.8771)
H (5.1449, -2.1216, -0.9561)
C (-1.7807, 3.1407, 2.8660)
O (-3.0102, 3.5340, 2.2634)
C (-4.0528, 2.5247, 2.3607)
C (-4.0489, 1.5151, 1.1958)
N (-4.2222, 2.2523, -0.0573)
C (-4.1453, 1.4793, -1.2992)
C (-4.5099, 2.3736, -2.5627)
O (-3.6182, 3.4296, -3.1476)
C (-3.4626, 4.6725, -2.4673)
H (-1.0077, 3.9027, 2.7655)
H (-1.4501, 2.1955, 2.4354)
H (-1.6069, 3.0560, 3.9387)
H (-5.0558, 2.9292, 2.4966)
H (-3.8019, 1.8710, 3.1960)
H (-4.8219, 0.8041, 1.4875)
H (-3.1652, 0.8779, 1.1607)
H (-3.4569, 2.9113, -0.0703)
H (-4.9702, 0.7793, -1.4321)
H (-3.1865, 0.9629, -1.3455)
H (-5.5047, 2.7533, -2.3295)
H (-4.6311, 1.6281, -3.3486)
H (-2.5260, 5.1935, -2.6657)
H (-3.4529, 4.5305, -1.3867)
H (-4.2135, 5.3879, -2.8027)
C (0.1571, 6.1273, -5.0400)
O (-0.9295, 5.2223, -5.0576)
C (-0.8529, 4.2496, -6.0631)
C (-1.8663, 3.1018, -5.9739)
N (-1.6562, 2.2728, -4.8044)
C (-2.2725, 0.9816, -5.0318)
C (-1.7213, 0.1832, -6.2698)
O (-2.3242, 0.5081, -7.4937)
C (-1.5947, 0.2930, -8.6873)
H (-0.1661, 6.9648, -4.4217)
H (0.4800, 6.6527, -5.9388)
H (1.0943, 5.7301, -4.6502)
H (0.1478, 3.8209, -6.1175)
H (-1.0233, 4.6635, -7.0570)
H (-1.8157, 2.5467, -6.9106)
H (-2.8533, 3.5634, -5.9427)
H (-2.1358, 2.6851, -4.0169)
H (-3.3451, 0.9447, -5.2224)
H (-2.1090, 0.4325, -4.1045)
H (-1.8378, -0.8843, -6.0829)
H (-0.6394, 0.1446, -6.3973)
H (-1.3638, -0.7513, -8.8973)
H (-0.6779, 0.8813, -8.7246)
H (-2.2012, 0.7395, -9.4753)
C (-1.8164, -1.7464, 9.5732)
O (-2.2699, -1.0460, 8.4299)
C (-3.5567, -0.5323, 8.5729)
C (-3.7456, 0.5686, 7.4672)
N (-3.6356, 0.2564, 5.9984)
C (-4.0540, -1.0866, 5.6652)
C (-3.7946, -1.2372, 4.1598)
O (-2.4831, -0.9064, 3.6557)
C (-1.4865, -1.9442, 3.8761)
H (-0.7890, -2.1073, 9.5244)
H (-2.3537, -2.6947, 9.5820)
H (-2.0885, -1.2356, 10.4968)
H (-3.6341, -0.0287, 9.5365)
H (-4.2548, -1.3674, 8.5148)
H (-2.9199, 1.2368, 7.7121)
H (-4.6405, 1.1381, 7.7180)
H (-2.6957, 0.3198, 5.6341)
H (-5.1393, -1.1445, 5.7480)
H (-3.4418, -1.8081, 6.2062)
H (-4.5283, -0.6420, 3.6161)
H (-3.9772, -2.2972, 3.9835)
H (-0.5872, -1.6959, 3.3124)
H (-1.9483, -2.7580, 3.3170)
H (-1.2889, -2.2653, 4.8987)